(1)
Below is a structure of composition C19H16ClN5O5PdS, with properties calculated with ωB97M-V with the def2-TZVPD basis set.

Output
strongest force on any atom = 0.521 eV/A
molar mass = 568.3 Da
HOMO energy = -1.65 eV
total energy = -2369.952398 Ha
total charge = -2
orbital gap = 5.86 eV

The geometry in XYZ format:
```
48
C19H16ClN5O5PdS (ωB97M-V with the def2-TZVPD basis set)
Pd -0.1312 0.3715 -0.3129
O 4.6360 -0.1866 3.8354
C 3.5905 -0.2408 4.5606
O 3.5595 -0.3325 5.7860
C 2.2676 -0.2323 3.8118
C 1.0175 -0.2839 4.3777
Cl 0.6349 -0.1882 6.0426
N 0.0796 -0.2960 3.3815
N 0.6861 -0.2095 2.1800
C 1.9827 -0.1784 2.4153
C 2.8916 -0.0696 1.2116
O 4.1726 -0.1052 1.4434
O 2.4150 0.0397 0.1006
C -1.3476 -0.3941 3.4237
C -2.0724 -0.0416 2.2911
C -3.4573 -0.0799 2.3140
C -4.1437 -0.4899 3.4476
C -3.4147 -0.9034 4.5508
C -2.0272 -0.8672 4.5434
H 4.3969 -0.1719 2.4987
H -1.5766 0.1771 1.3453
H -3.9935 0.2114 1.4186
H -5.2262 -0.5090 3.4612
H -3.9207 -1.2672 5.4370
H -1.4950 -1.2191 5.4087
C -2.4817 -3.6240 -1.3541
C -1.8021 -2.5152 -0.5671
S -1.0432 -1.2150 -1.5958
O -0.4633 -1.9346 -2.7771
C -2.5971 -0.4820 -2.2376
C -2.3343 0.2045 -3.5648
H -2.6340 -4.5012 -0.7217
H -1.8515 -3.9038 -2.2000
H -3.4552 -3.3196 -1.7392
H -0.9624 -2.8990 0.0132
H -2.4667 -1.9968 0.1281
H -2.9006 0.2500 -1.4898
H -3.3706 -1.2480 -2.3186
H -1.4865 0.8863 -3.4735
H -3.2113 0.7871 -3.8512
H -2.0968 -0.5205 -4.3418
N -1.0598 2.2519 -0.7562
C -1.8902 3.0259 -0.9857
C -2.9272 3.9143 -1.3317
C -3.9501 3.4711 -2.1987
N -4.7898 3.1078 -2.9090
C -2.9747 5.2237 -0.8065
N -3.0270 6.3002 -0.3840
```

Mulliken atomic charge list, values in e, 2 entries:
1. Pd -0.346
2. O -0.774

(2)
Below is a cluster of 2 separate species, C19H16F2N in total, with properties calculated with ωB97M-V with the def2-TZVPD basis set.

Output
strongest force on any atom = 1.773 eV/A
molar mass = 296.3 Da
HOMO energy = -12.70 eV
total energy = -987.820922 Ha
total charge = +1
orbital gap = 7.78 eV

The geometry in XYZ format:
```
38
C19H16F2N (ωB97M-V with the def2-TZVPD basis set)
F -2.9843 3.2622 -1.9476
C -2.7050 1.9138 -1.8850
C -3.7913 1.0444 -1.9282
C -3.4943 -0.3192 -1.7877
C -2.1831 -0.7347 -1.5867
C -1.0831 0.1628 -1.4319
C 0.2062 -0.4343 -1.0891
C 1.5075 0.1679 -1.3793
C 2.6032 -0.7247 -1.6007
C 3.9080 -0.3079 -1.8362
C 4.2080 1.0615 -1.9710
C 3.1198 1.9265 -1.8459
F 3.3972 3.2727 -1.9354
C 1.8078 1.5515 -1.5624
C -1.3679 1.5400 -1.7052
H -4.7978 1.4292 -2.0379
H -4.3029 -1.0468 -1.8317
H -1.9800 -1.8029 -1.5035
H 0.2095 -1.5422 -1.2122
H 2.4057 -1.7981 -1.5559
H 4.7198 -1.0348 -1.9210
H 5.2039 1.4407 -2.1254
H 1.0559 2.3191 -1.4068
H -0.5941 2.2961 -1.6997
C -1.4229 0.3491 4.1128
C -0.6781 -0.5462 3.1505
C -0.0536 -1.6936 3.6478
C 0.6373 -2.5274 2.7759
C 0.6852 -2.1721 1.4164
N 0.1054 -1.0618 0.9236
C -0.5814 -0.2752 1.7674
H -1.8509 1.2008 3.5506
H -2.2470 -0.1647 4.6486
H -0.7891 0.7541 4.9296
H -0.1474 -1.8817 4.7264
H 1.1523 -3.4403 3.0901
H 1.2022 -2.8003 0.7121
H -1.0807 0.6168 1.3345
```

Mulliken atomic charge list, values in e, 2 entries:
1. F -0.303
2. C 0.229

(3)
Below is a structure of composition C19H16F6FeO4S, with properties calculated with ωB97M-V with the def2-TZVPD basis set.

Output
strongest force on any atom = 6.308 eV/A
molar mass = 510.2 Da
multiplicity = 5
HOMO energy (spin up / spin down) = -6.07 / -8.39 eV
total energy = -3295.429821 Ha
total charge = 0
orbital gap (spin up / spin down) = 6.25 / 5.85 eV

The geometry in XYZ format:
```
47
C19H16F6FeO4S (ωB97M-V with the def2-TZVPD basis set)
C -0.5147 -1.6146 -1.5392
C 0.7158 -1.6280 -0.7505
C 1.5374 -0.5193 -0.4631
Fe 2.5548 -0.7215 -2.2069
C 2.4451 1.1243 -2.2942
O 2.1530 2.2521 -2.3362
C 1.3285 -0.3057 -3.6605
O 0.6447 0.1661 -4.4769
C 4.3949 -1.0572 -1.4917
C 4.3882 -0.5257 -2.8284
C 3.6673 -1.4483 -3.6652
C 3.2359 -2.5481 -2.8423
C 3.6661 -2.2901 -1.4996
H -1.3601 -1.9911 -0.9396
H -0.7778 -0.6092 -1.9009
H -0.4471 -2.2651 -2.4364
H 1.0519 -2.6364 -0.4406
H 1.0363 0.4485 -0.3754
H 2.3237 -0.6375 0.2990
H 4.9201 -0.6194 -0.6415
H 4.9089 0.3713 -3.1594
H 3.5672 -1.3789 -4.7489
H 2.7258 -3.4505 -3.1956
H 3.5492 -2.9707 -0.6510
F -3.2180 2.0722 -3.0250
C -2.4120 2.1853 -1.9640
F -1.1538 1.8922 -2.3756
F -2.4151 3.4652 -1.5579
S -2.9928 1.0600 -0.6176
C -1.6031 1.0817 0.4577
C -1.8605 0.9910 1.8648
C -2.9210 0.1976 2.3831
C -3.0522 0.0198 3.7473
C -2.1804 0.6576 4.6286
C -2.2654 0.3644 6.1026
F -1.0784 0.6008 6.7367
F -3.2235 1.1279 6.7207
F -2.5917 -0.9460 6.3157
C -1.2267 1.5554 4.1546
C -1.0612 1.7238 2.7898
O -4.1656 1.6678 -0.0408
O -3.1024 -0.2414 -1.2533
H -0.8001 1.7246 0.0965
H -3.6163 -0.2888 1.6965
H -3.8406 -0.6061 4.1469
H -0.6139 2.1246 4.8476
H -0.3203 2.4250 2.3901
```

Mulliken atomic charge list, values in e, 2 entries:
1. C -1.126
2. C 0.151

(4)
Below is an isolated molecule of C19H16F7NO4, with properties calculated with ωB97M-V with the def2-TZVPD basis set.

Output
strongest force on any atom = 0.655 eV/A
molar mass = 455.3 Da
HOMO energy = -8.26 eV
total energy = -1788.420272 Ha
total charge = 0
orbital gap = 8.65 eV
SMILES = COc1ccc(C(=O)Nc2ccc(OCC(F)(F)C(F)F)c(C(F)(F)F)c2)cc1OC

The geometry in XYZ format:
```
47
C19H16F7NO4 (ωB97M-V with the def2-TZVPD basis set)
C 5.0456 2.9279 -5.2555
O 4.5126 1.7195 -4.7693
C 3.5322 1.7736 -3.8365
C 3.0077 2.9331 -3.2881
C 2.0009 2.8692 -2.3395
C 1.5149 1.6462 -1.9053
C 0.4309 1.6554 -0.8895
O -0.3598 2.5679 -0.7889
N 0.4314 0.5517 -0.0675
C -0.4462 0.2366 0.9626
C -0.1864 -0.8960 1.7310
C -1.0242 -1.2769 2.7613
C -2.1582 -0.5308 3.0510
O -3.0600 -0.7732 4.0518
C -3.0265 -1.9424 4.8082
C -3.9487 -3.0479 4.2569
F -5.2398 -2.6535 4.2717
F -3.8820 -4.1125 5.1073
C -3.6329 -3.5977 2.8470
F -2.3698 -4.0755 2.8247
F -3.7109 -2.6445 1.9074
C -2.4179 0.6109 2.2804
C -3.6448 1.4176 2.6071
F -3.6128 1.9106 3.8592
F -4.7759 0.7004 2.5126
F -3.8049 2.4732 1.7990
C -1.5789 0.9958 1.2512
C 2.0279 0.4690 -2.4613
C 3.0196 0.5191 -3.4218
O 3.5733 -0.5619 -4.0334
C 3.0982 -1.8421 -3.7011
H 4.2785 3.5392 -5.7412
H 5.5222 3.5073 -4.4582
H 5.7963 2.6413 -5.9900
H 3.3740 3.8981 -3.5980
H 1.5850 3.7720 -1.9214
H 1.2018 -0.0920 -0.1782
H 0.6867 -1.4973 1.5215
H -0.7752 -2.1662 3.3171
H -2.0234 -2.3644 4.9291
H -3.4256 -1.6787 5.7944
H -4.3252 -4.4140 2.5902
H -1.7942 1.8789 0.6718
H 1.6121 -0.4856 -2.1775
H 3.2754 -2.0782 -2.6459
H 3.6653 -2.5339 -4.3213
H 2.0315 -1.9492 -3.9249
```

Mulliken atomic charge list, values in e, 2 entries:
1. C -0.940
2. O -0.401

(5)
Below is an isolated molecule of C19H16N2O2S, with properties calculated with ωB97M-V with the def2-TZVPD basis set.

Output
strongest force on any atom = 0.751 eV/A
molar mass = 336.4 Da
HOMO energy = -8.34 eV
total energy = -1391.854805 Ha
total charge = 0
orbital gap = 8.67 eV
SMILES = O=C(Cc1ccccc1)Nc1cccc(NC(=O)c2cccs2)c1

The geometry in XYZ format:
```
40
C19H16N2O2S (ωB97M-V with the def2-TZVPD basis set)
O -0.2299 1.6503 0.7133
C -0.4805 1.3673 1.8614
C -0.4428 2.3955 2.9947
C 0.6961 3.3551 2.7926
C 1.8455 3.2618 3.5650
C 2.9038 4.1286 3.3561
C 2.8266 5.0911 2.3645
C 1.6866 5.1833 1.5842
C 0.6258 4.3220 1.7982
N -0.8477 0.1260 2.2894
C -1.0326 -1.0430 1.5399
C -1.4976 -2.1766 2.2060
C -1.6963 -3.3512 1.5071
C -1.4408 -3.4266 0.1496
C -0.9742 -2.2979 -0.5167
N -0.6870 -2.2836 -1.8815
C -0.8061 -3.2933 -2.7926
O -1.2039 -4.4144 -2.5427
C -0.4038 -2.9224 -4.1597
C -0.4422 -3.7628 -5.2400
C 0.0007 -3.1559 -6.4296
C 0.3726 -1.8609 -6.2466
S 0.1898 -1.3549 -4.6197
C -0.7703 -1.1085 0.1802
H -1.3931 2.9360 2.9582
H -0.3583 1.9008 3.9634
H 1.9143 2.5087 4.3383
H 3.7913 4.0496 3.9670
H 3.6534 5.7663 2.1999
H 1.6231 5.9303 0.8066
H -0.2599 4.3902 1.1853
H -1.0542 0.0168 3.2727
H -1.7021 -2.1322 3.2665
H -2.0575 -4.2255 2.0271
H -1.5984 -4.3433 -0.3915
H -0.3482 -1.3928 -2.2220
H -0.7810 -4.7796 -5.1600
H 0.0420 -3.6573 -7.3796
H 0.7466 -1.1643 -6.9709
H -0.4099 -0.2329 -0.3342
```

Mulliken atomic charge list, values in e, 2 entries:
1. O -0.651
2. C 0.582

(6)
Below is an isolated molecule of C19H16N2O3S, with properties calculated with ωB97M-V with the def2-TZVPD basis set.

Output
strongest force on any atom = 0.902 eV/A
molar mass = 352.4 Da
HOMO energy = -7.98 eV
total energy = -1467.060200 Ha
total charge = 0
orbital gap = 7.36 eV
SMILES = COc1ccc(O)c(/C=c2/sc3nc4cc(C)c(C)cc4n3c2=O)c1

The geometry in XYZ format:
```
41
C19H16N2O3S (ωB97M-V with the def2-TZVPD basis set)
C -7.1218 -0.7836 -1.4635
O -6.1006 0.1844 -1.4510
C -5.1412 0.1010 -0.4857
C -5.0897 -0.8694 0.5135
C -4.0777 -0.8373 1.4511
C -3.0755 0.1252 1.4108
O -2.1797 0.1280 2.4230
C -3.0985 1.0890 0.3879
C -2.1123 2.1497 0.2512
C -0.7693 2.0369 0.2565
S 0.2779 3.4684 0.1012
C 1.6728 2.4523 0.0072
N 2.9312 2.6934 -0.1205
C 3.5262 1.4408 -0.1336
C 4.8612 1.0929 -0.2457
C 5.2029 -0.2513 -0.2304
C 6.6446 -0.6429 -0.3509
C 4.2177 -1.2480 -0.1029
C 4.6095 -2.6937 -0.0879
C 2.8757 -0.9083 0.0102
C 2.5492 0.4296 -0.0075
N 1.3412 1.1077 0.0851
C 0.0146 0.7780 0.2341
O -0.4220 -0.3464 0.2987
C -4.1562 1.0779 -0.5212
H -7.7592 -0.5265 -2.3080
H -7.7141 -0.7562 -0.5431
H -6.7197 -1.7914 -1.6085
H -5.8354 -1.6451 0.5781
H -4.0402 -1.5688 2.2422
H -1.4954 0.7876 2.2658
H -2.5209 3.1384 0.0768
H 5.6131 1.8595 -0.3418
H 6.9645 -1.2064 0.5249
H 6.8000 -1.2742 -1.2250
H 7.2739 0.2378 -0.4441
H 3.7331 -3.3268 0.0194
H 5.1211 -2.9631 -1.0113
H 5.2894 -2.8992 0.7382
H 2.1097 -1.6614 0.1083
H -4.2000 1.8213 -1.3017
```

Mulliken atomic charge list, values in e, 2 entries:
1. C -0.860
2. O -0.436